No. 1
90
Properties=species:S:1:pos:R:3:mulliken_charge:R:1 method="wB97M-V/def2-TZVPD" e_homo_ha=-0.37540 orbital_gap_ev=5.04 total_charge=+1 energy_ha=-2308.7062
C -4.819 -3.910 -5.175 -1.067
C -4.130 -3.091 -6.245 -0.268
O -3.774 -1.775 -5.782 -0.369
C -2.558 -1.677 -5.196 0.323
O -1.530 -2.034 -5.708 -0.560
C -2.614 -1.048 -3.827 -0.591
C -1.262 -0.487 -3.381 0.360
C -1.382 0.670 -2.404 -1.363
N -1.974 0.270 -1.092 0.529
C -3.416 0.384 -0.907 -0.607
C -3.685 1.912 -0.595 -0.469
N -2.324 2.378 -0.257 -0.154
C -1.539 1.255 -0.191 -0.498
N -0.520 1.082 0.669 -0.009
H -5.168 -4.829 -5.649 0.401
H -4.144 -4.216 -4.375 0.280
H -5.699 -3.416 -4.768 0.279
H -4.797 -2.960 -7.093 0.319
H -3.261 -3.628 -6.622 0.315
H -2.970 -1.769 -3.088 0.480
H -3.353 -0.242 -3.832 0.284
H -0.654 -1.255 -2.903 -0.548
H -0.705 -0.124 -4.245 0.536
H -1.923 1.529 -2.827 0.456
H -0.369 1.037 -2.198 0.625
H -4.051 -0.051 -1.670 0.383
H -3.632 -0.159 0.013 0.379
H -4.136 2.448 -1.421 0.411
H -4.282 1.855 0.307 0.286
H -2.009 3.076 -0.927 0.383
H -0.743 0.701 1.582 0.152
H 0.446 1.273 0.459 0.235
O 1.721 -4.127 -0.107 -0.862
P 2.307 -3.862 -1.438 0.347
N 3.948 -4.258 -1.350 0.276
C 5.108 -3.395 -1.275 -0.967
C 4.207 -5.655 -1.021 -1.152
N 1.948 -2.155 -1.603 0.442
C 2.939 -1.127 -1.861 -1.153
C 0.957 -1.654 -0.662 -0.818
N 2.080 -4.242 -3.033 0.258
C 3.132 -4.328 -4.031 -0.784
C 0.722 -4.119 -3.554 -1.343
H 5.907 -3.790 -1.912 0.368
H 5.498 -3.312 -0.254 0.320
H 4.906 -2.397 -1.639 0.315
H 4.061 -6.308 -1.891 0.281
H 3.552 -6.007 -0.222 0.321
H 5.234 -5.777 -0.682 0.439
H 3.644 -0.995 -1.031 0.457
H 2.433 -0.167 -2.013 0.204
H 3.493 -1.314 -2.782 0.258
H 1.386 -1.425 0.323 0.514
H 0.151 -2.370 -0.519 0.414
H 0.503 -0.746 -1.065 -0.222
H 3.714 -3.406 -4.114 0.234
H 2.676 -4.519 -5.002 0.382
H 3.818 -5.152 -3.836 0.215
H 0.541 -3.125 -3.978 0.588
H -0.009 -4.290 -2.761 0.315
H 0.535 -4.864 -4.328 0.431
O 0.162 2.333 3.492 -0.623
P 0.090 3.235 4.670 0.065
N -1.093 4.400 4.294 0.372
C -0.937 5.789 3.918 -0.978
C -2.416 3.855 4.047 -1.099
N 1.718 3.814 4.750 0.250
C 2.088 5.219 4.724 -1.129
C 2.695 3.041 3.983 -1.056
N -0.176 3.192 6.298 0.240
C -0.820 4.235 7.077 -0.748
C 0.610 2.223 7.062 -1.051
H -1.697 6.399 4.418 0.364
H -1.038 5.942 2.836 0.300
H 0.017 6.196 4.223 0.292
H -2.929 3.588 4.981 0.270
H -2.370 2.956 3.424 0.176
H -3.035 4.585 3.527 0.457
H 1.862 5.700 3.765 0.391
H 3.163 5.309 4.888 0.359
H 1.618 5.782 5.533 0.269
H 2.706 3.309 2.918 0.292
H 2.498 1.976 4.059 0.305
H 3.689 3.221 4.396 0.409
H -0.328 5.204 6.972 0.220
H -0.782 3.957 8.130 0.380
H -1.873 4.353 6.821 0.211
H 1.541 2.665 7.426 0.341
H 0.864 1.361 6.443 0.317
H 0.039 1.850 7.913 0.411

---

No. 2
95
Properties=species:S:1:pos:R:3:mulliken_charge:R:1 method="wB97M-V/def2-TZVPD" e_homo_ha=-0.14898 orbital_gap_ev=6.15 total_charge=-1 energy_ha=-2924.1842
O 3.325 1.875 0.241 -0.556
P 3.118 2.961 -0.840 0.169
B 1.515 4.027 -0.573 0.261
P 0.079 2.764 -0.318 0.026
S -1.137 2.753 -1.877 -0.462
H 2.932 2.317 -2.109 -0.008
H 4.258 3.812 -0.963 -0.087
H 1.689 4.768 0.363 -0.180
H 1.398 4.693 -1.559 -0.126
H 0.639 1.451 -0.229 -0.024
H -0.593 2.941 0.924 0.005
C -3.117 2.175 -4.761 0.062
O -2.919 3.187 -4.136 -0.566
N -4.168 1.344 -4.561 0.200
C -4.355 0.128 -5.323 -0.554
C -5.133 1.686 -3.535 -1.100
H -2.428 1.823 -5.547 0.248
H -5.313 0.166 -5.849 0.298
H -4.356 -0.718 -4.647 -0.013
H -3.555 0.003 -6.052 0.309
H -5.576 2.660 -3.762 0.392
H -4.629 1.755 -2.569 0.300
H -5.914 0.929 -3.489 0.382
C -4.703 -2.530 -2.986 0.098
O -5.736 -2.215 -3.548 -0.648
N -4.201 -3.780 -2.939 0.143
C -2.948 -4.085 -2.264 -0.890
C -4.936 -4.848 -3.587 -0.991
H -4.075 -1.795 -2.459 0.369
H -2.245 -4.508 -2.985 0.312
H -3.124 -4.804 -1.470 0.315
H -2.514 -3.185 -1.835 0.314
H -5.047 -4.629 -4.650 0.294
H -5.932 -4.930 -3.147 0.303
H -4.405 -5.789 -3.463 0.384
C 1.162 -1.101 2.779 0.150
O 0.602 -2.169 2.955 -0.673
N 2.457 -0.856 3.059 0.208
C 3.078 0.437 2.830 -0.823
C 3.280 -1.915 3.607 -0.786
H 0.638 -0.226 2.363 0.273
H 3.907 0.323 2.133 0.317
H 3.454 0.825 3.783 0.300
H 2.370 1.145 2.410 0.220
H 3.306 -2.757 2.912 0.294
H 2.863 -2.262 4.555 0.279
H 4.288 -1.544 3.767 0.210
C -2.742 -6.384 0.893 0.082
O -1.974 -5.703 0.248 -0.600
N -3.152 -6.094 2.146 0.157
C -4.073 -6.945 2.869 -0.928
C -2.647 -4.886 2.782 -0.940
H -3.177 -7.317 0.498 0.294
H -4.972 -6.381 3.124 0.336
H -3.600 -7.302 3.786 0.331
H -4.355 -7.803 2.261 0.295
H -2.922 -4.014 2.188 0.257
H -1.560 -4.928 2.845 0.343
H -3.066 -4.790 3.781 0.375
C -6.619 4.643 -0.198 0.146
O -6.315 4.545 0.970 -0.590
N -7.689 4.035 -0.763 0.125
C -8.020 4.192 -2.165 -0.951
C -8.531 3.199 0.071 -0.977
H -6.038 5.253 -0.908 0.286
H -9.019 4.626 -2.252 0.361
H -8.007 3.215 -2.653 0.317
H -7.303 4.844 -2.660 0.314
H -8.942 3.792 0.891 0.290
H -7.938 2.388 0.497 0.303
H -9.344 2.784 -0.520 0.387
C 7.024 -2.589 3.762 0.102
O 6.175 -2.245 4.557 -0.599
N 7.632 -1.762 2.886 0.196
C 8.637 -2.234 1.957 -0.927
C 7.259 -0.353 2.873 -0.778
H 7.370 -3.633 3.686 0.283
H 9.577 -1.704 2.133 0.314
H 8.307 -2.048 0.933 0.332
H 8.803 -3.302 2.087 0.305
H 7.454 0.086 3.853 0.282
H 6.195 -0.255 2.658 0.047
H 7.827 0.180 2.116 0.508
C 6.997 3.088 0.959 0.243
O 7.510 1.994 0.842 -0.657
N 7.623 4.261 0.709 0.138
C 6.952 5.535 0.872 -0.986
C 9.003 4.236 0.264 -0.979
H 5.953 3.216 1.288 0.210
H 6.936 6.067 -0.082 0.343
H 7.482 6.139 1.612 0.372
H 5.928 5.384 1.207 0.324
H 9.079 3.673 -0.668 0.295
H 9.624 3.743 1.015 0.281
H 9.361 5.251 0.106 0.391

---

No. 3
93
Properties=species:S:1:pos:R:3:mulliken_charge:R:1 method="wB97M-V/def2-TZVPD" multiplicity=2 e_homo_ha="-0.30453 / -0.31184" orbital_gap_ev="8.36 / 8.56" energy_ha=-2969.1893
C 3.386 -2.177 1.045 -1.765
C 2.691 -2.993 -0.046 1.691
C 3.761 -3.977 -0.596 -1.603
C 1.535 -3.799 0.605 -1.971
C 0.256 -4.059 -0.237 0.426
I -1.442 -3.767 1.126 0.236
P 0.098 -5.801 -0.855 0.845
N -0.787 -5.881 -2.108 -0.819
O -0.527 -6.684 0.332 -0.574
O 1.625 -6.304 -1.012 -0.475
C 0.038 -3.083 -1.408 -2.436
C 0.830 -1.789 -1.281 2.639
C 0.376 -0.863 -0.150 -1.161
C 0.634 -1.030 -2.608 -1.717
N 2.266 -2.164 -1.210 0.570
O 3.057 -1.186 -1.444 -0.638
H 4.276 -1.690 0.662 0.356
H 3.720 -2.899 1.797 0.459
H 2.721 -1.481 1.555 0.352
H 3.533 -4.210 -1.636 0.397
H 3.779 -4.906 -0.031 0.270
H 4.742 -3.505 -0.568 0.409
H 1.924 -4.752 0.962 0.586
H 1.233 -3.254 1.496 0.662
H -0.313 -6.279 -2.908 0.259
H -0.032 -6.646 1.159 0.384
H 1.772 -7.132 -0.545 0.327
H -1.018 -2.899 -1.583 0.484
H 0.412 -3.585 -2.305 0.421
H 0.677 -1.198 0.842 0.344
H -0.717 -0.866 -0.137 -0.160
H 0.680 0.166 -0.328 0.287
H 0.923 0.011 -2.503 0.316
H 1.266 -1.489 -3.369 0.514
H -0.405 -1.116 -2.921 0.212
O 2.724 2.046 2.665 -0.883
P 3.148 3.170 1.812 0.415
N 4.303 2.632 0.726 0.312
C 5.195 3.507 -0.009 -1.010
C 3.839 1.519 -0.094 -0.964
N 3.950 4.272 2.864 0.260
C 5.371 4.093 3.150 -0.986
C 3.195 4.421 4.104 -1.142
N 2.216 4.262 0.907 0.248
C 2.466 5.696 1.011 -0.887
C 0.771 3.984 0.955 -0.707
H 4.693 4.023 -0.841 0.332
H 6.003 2.904 -0.428 0.333
H 5.654 4.253 0.624 0.247
H 3.177 1.850 -0.906 0.372
H 3.295 0.805 0.521 -0.025
H 4.684 0.990 -0.535 0.431
H 5.641 3.052 3.366 0.326
H 5.633 4.701 4.017 0.372
H 5.996 4.449 2.338 0.243
H 3.337 3.576 4.786 0.330
H 2.125 4.497 3.897 0.296
H 3.500 5.342 4.606 0.397
H 2.158 6.124 1.970 0.298
H 1.894 6.176 0.214 0.389
H 3.515 5.928 0.849 0.256
H 0.328 4.226 1.928 0.277
H 0.583 2.928 0.753 0.071
H 0.256 4.560 0.186 0.391
O -2.897 0.101 -0.591 -0.707
P -4.347 -0.012 -0.833 0.157
N -4.628 0.043 -2.484 0.253
C -5.927 0.313 -3.069 -1.043
C -3.903 -0.974 -3.236 -0.678
N -5.046 1.415 -0.175 0.233
C -5.115 2.627 -0.986 -0.984
C -4.454 1.704 1.129 -1.143
N -5.453 -1.164 -0.270 0.202
C -6.719 -0.753 0.324 -0.896
C -4.798 -2.212 0.531 -0.630
H -6.607 -0.548 -3.009 0.323
H -5.789 0.559 -4.124 0.349
H -6.415 1.162 -2.611 0.261
H -4.375 -1.963 -3.157 0.351
H -2.879 -1.049 -2.871 -0.147
H -3.861 -0.694 -4.289 0.424
H -4.184 2.842 -1.525 0.315
H -5.333 3.473 -0.332 0.379
H -5.928 2.590 -1.703 0.257
H -3.461 2.157 1.047 0.334
H -4.348 0.789 1.716 0.291
H -5.112 2.377 1.683 0.404
H -6.608 -0.284 1.307 0.289
H -7.325 -1.656 0.435 0.390
H -7.259 -0.072 -0.326 0.280
H -4.472 -1.842 1.512 0.319
H -3.918 -2.568 -0.001 -0.051
H -5.462 -3.063 0.683 0.348

---

No. 4
115
Properties=species:S:1:pos:R:3:mulliken_charge:R:1 method="wB97M-V/def2-TZVPD" e_homo_ha=-0.27202 orbital_gap_ev=8.69 total_charge=-1 energy_ha=-4404.0472
N -0.710 5.530 22.530 0.311
S -1.853 4.466 22.317 0.574
O -3.178 4.855 21.955 -0.114
O -1.668 3.271 23.089 -0.951
F -1.281 4.047 20.882 -0.363
S -1.509 6.538 23.591 0.168
O -1.990 5.902 24.778 0.005
O -2.304 7.576 22.995 -0.175
F -0.253 7.370 24.075 -0.331
C -6.918 2.600 21.128 0.539
O -7.186 1.627 20.436 -0.698
N -5.758 3.320 20.998 -0.218
N -7.698 3.004 22.181 -0.347
H -5.106 3.046 20.290 0.127
H -5.481 3.937 21.740 0.079
H -7.362 3.667 22.871 0.367
H -8.385 2.296 22.376 0.206
C -3.460 9.345 25.877 0.600
O -3.264 8.162 26.161 -0.750
N -3.931 10.268 26.761 -0.402
N -3.037 9.824 24.668 0.212
H -4.182 9.991 27.690 0.261
H -4.107 11.182 26.390 0.158
H -3.319 10.729 24.335 0.260
H -2.909 9.042 24.033 -0.330
C 0.543 7.456 19.479 0.394
O 0.421 7.955 18.370 -0.709
N -0.315 7.698 20.526 0.401
N 1.585 6.617 19.786 -0.271
H -1.064 8.334 20.317 -0.093
H -0.414 6.934 21.186 -0.172
H 1.758 6.405 20.755 0.090
H 2.388 6.705 19.188 0.257
C -5.863 5.697 24.312 0.458
O -6.861 5.112 23.901 -0.828
N -5.699 7.049 24.323 -0.278
N -4.825 5.026 24.874 -0.192
H -6.284 7.676 23.802 0.216
H -4.848 7.454 24.682 0.081
H -4.087 5.421 25.422 0.153
H -4.959 4.030 24.833 0.184
C 0.903 1.479 25.148 0.577
O 1.696 0.671 25.599 -0.688
N 0.808 2.756 25.681 -0.035
N -0.021 1.240 24.161 -0.229
H 1.574 3.024 26.269 0.055
H 0.005 3.288 25.407 0.006
H -0.744 1.936 24.028 0.325
H 0.025 0.385 23.644 0.182
C -0.636 5.535 27.882 0.367
O 0.327 5.199 28.563 -0.783
N -1.461 4.601 27.298 -0.248
N -1.020 6.839 27.731 -0.082
H -1.352 3.691 27.706 0.233
H -2.059 4.825 26.526 0.197
H -0.481 7.541 28.196 0.234
H -1.789 7.031 27.107 0.194
C 2.791 4.575 22.953 0.357
O 3.951 4.214 23.079 -0.703
N 1.880 3.981 22.124 -0.244
N 2.288 5.652 23.646 0.097
H 2.062 3.025 21.877 0.258
H 0.942 4.346 22.161 0.050
H 1.290 5.731 23.583 0.101
H 2.891 6.068 24.330 0.043
C 2.823 6.265 28.612 -0.220
C 2.683 6.860 27.210 0.538
O 3.547 6.158 26.341 -0.257
S 4.489 5.084 27.106 1.017
O 5.787 5.639 27.349 -0.593
O 4.379 3.849 26.415 -0.475
O 3.685 5.131 28.490 -0.332
H 1.874 5.893 28.996 0.306
H 3.246 6.996 29.300 0.281
H 2.910 7.930 27.211 0.242
H 1.665 6.831 26.811 -0.521
C -3.805 11.615 21.462 -0.515
C -3.418 10.180 21.113 1.186
C -4.166 9.954 19.788 -0.220
O -3.965 11.225 19.149 -0.465
C -4.155 12.249 20.108 -0.534
H -2.994 12.088 22.017 0.123
H -4.710 11.661 22.076 0.236
H -3.812 9.444 21.822 -0.244
H -2.344 10.003 21.102 -0.574
H -5.207 9.664 19.959 0.318
H -3.715 9.263 19.078 -0.028
H -5.145 12.711 20.073 0.288
H -3.436 13.034 19.857 0.286
C -3.122 6.185 18.897 1.078
C -2.393 6.770 17.684 -0.635
C -3.148 6.344 16.446 -0.600
O -4.305 5.662 16.998 -0.495
C -3.813 5.013 18.197 -0.506
H -3.902 6.878 19.216 0.072
H -2.459 5.873 19.697 -0.703
H -1.395 6.318 17.654 0.252
H -2.106 7.818 17.782 0.428
H -2.603 5.640 15.813 0.276
H -3.596 7.133 15.843 0.262
H -3.183 4.167 17.903 0.320
H -4.736 4.637 18.634 0.191
C 0.275 11.806 22.353 -0.371
C 0.442 10.511 23.139 1.086
C 1.735 10.612 23.974 -0.513
O 2.128 11.966 23.817 -0.474
C 1.673 12.446 22.567 -0.573
H -0.503 12.385 22.849 0.157
H 0.077 11.652 21.295 0.287
H 0.320 9.588 22.568 -0.350
H -0.360 10.393 23.878 -0.379
H 2.487 9.938 23.545 0.290
H 1.565 10.303 25.002 0.289
H 2.358 12.178 21.755 0.286
H 1.674 13.529 22.688 0.342

---

No. 5
105
Properties=species:S:1:pos:R:3:mulliken_charge:R:1 method="wB97M-V/def2-TZVPD" e_above_lowest_kj_mol=112.87 e_homo_ha=-0.38659 smiles="CCOS(C)(=O)=O.CCOS(C)(=O)=O.CCOS(C)(=O)=O.CCOS(C)(=O)=O.CCOS(C)(=O)=O.CCOS(C)(=O)=O.CCOS(C)(=O)=O" orbital_gap_ev=10.90 energy_ha=-5200.9682
C 4.487 -5.370 -6.039 -1.090
C 3.100 -4.772 -6.250 -0.271
O 3.213 -3.334 -6.341 -0.272
S 1.889 -2.568 -6.759 1.168
C 2.611 -1.090 -7.379 -0.910
O 1.256 -3.276 -7.822 -0.694
O 1.158 -2.300 -5.575 -0.508
H 5.279 -4.625 -6.098 0.305
H 4.728 -6.008 -6.895 0.318
H 4.536 -5.956 -5.128 0.288
H 2.551 -5.215 -7.077 0.379
H 2.492 -4.971 -5.362 0.287
H 3.173 -1.297 -8.282 0.341
H 3.273 -0.727 -6.593 0.326
H 1.782 -0.390 -7.456 0.308
C 0.284 0.000 1.933 -0.887
C -0.308 0.643 0.708 0.481
O -0.732 -0.455 -0.134 -0.381
S 0.178 -1.022 -1.313 1.220
C -0.961 -0.912 -2.623 -0.392
O 1.264 -0.131 -1.545 -0.673
O 0.374 -2.399 -0.995 -0.665
H 1.145 -0.609 1.641 0.078
H -0.429 -0.606 2.484 0.110
H 0.770 0.706 2.616 0.485
H -1.200 1.234 0.901 -0.332
H 0.416 1.327 0.266 0.334
H -0.464 -1.039 -3.586 0.187
H -1.444 0.066 -2.622 -0.138
H -1.748 -1.661 -2.560 0.446
C 4.544 -0.743 1.831 -0.328
C 5.119 0.620 1.483 -0.425
O 5.966 1.140 2.545 -0.302
S 7.477 0.680 2.530 1.267
C 8.137 1.978 3.522 -0.914
O 7.595 -0.541 3.260 -0.621
O 7.962 0.779 1.199 -0.648
H 4.990 -1.132 2.740 0.337
H 4.720 -1.464 1.028 0.322
H 3.454 -0.693 1.828 -0.242
H 5.674 0.605 0.547 0.363
H 4.349 1.382 1.387 0.275
H 9.036 1.579 3.984 0.357
H 7.396 2.132 4.304 0.307
H 8.331 2.859 2.923 0.315
C -0.813 4.370 6.697 -1.251
C -1.399 3.392 5.678 -0.064
O -1.360 4.071 4.386 -0.265
S -2.072 3.317 3.182 1.333
C -3.666 4.069 3.166 -0.991
O -1.362 3.689 2.015 -0.662
O -2.219 1.938 3.528 -0.658
H -1.166 5.377 6.461 0.329
H 0.272 4.401 6.754 0.322
H -1.213 4.133 7.684 0.371
H -0.742 2.534 5.593 0.211
H -2.425 3.192 5.972 0.311
H -4.348 3.389 3.676 0.336
H -3.966 4.156 2.128 0.206
H -3.693 4.982 3.752 0.438
C -3.134 4.058 -2.316 -1.211
C -3.595 3.731 -0.916 -0.183
O -3.581 2.280 -0.793 -0.191
S -4.816 1.582 -0.075 1.206
C -3.963 0.154 0.572 -0.352
O -5.212 2.400 1.030 -0.604
O -5.753 1.158 -1.051 -0.616
H -3.818 3.647 -3.056 0.187
H -2.124 3.677 -2.484 0.303
H -3.030 5.135 -2.459 0.424
H -2.859 4.061 -0.181 0.124
H -4.543 4.203 -0.668 0.520
H -4.673 -0.660 0.479 0.503
H -3.731 0.411 1.605 0.349
H -3.011 0.000 0.072 -0.373
C -4.339 0.796 -4.032 -0.768
C -3.335 0.807 -5.169 -0.380
O -3.269 -0.483 -5.819 -0.298
S -1.927 -0.858 -6.577 1.275
C -2.450 -0.742 -8.257 -1.078
O -0.929 0.144 -6.371 -0.622
O -1.735 -2.221 -6.254 -0.556
H -4.842 1.761 -4.031 0.351
H -3.909 0.495 -3.084 -0.098
H -5.149 0.099 -4.267 0.384
H -3.607 1.547 -5.926 0.357
H -2.354 1.119 -4.810 0.419
H -2.690 0.300 -8.455 0.331
H -3.286 -1.417 -8.405 0.335
H -1.606 -1.054 -8.869 0.363
C -0.293 -3.133 4.106 -1.200
C 0.159 -2.707 5.492 -0.170
O -0.725 -3.352 6.441 -0.285
S -1.013 -2.672 7.829 1.197
C 0.046 -3.596 8.898 -0.910
O -0.565 -1.309 7.787 -0.638
O -2.368 -2.915 8.205 -0.607
H -1.200 -2.573 3.885 0.238
H -0.529 -4.198 4.145 0.426
H 0.488 -3.035 3.357 0.356
H 1.162 -3.082 5.708 0.271
H 0.132 -1.626 5.586 0.373
H 0.063 -3.065 9.843 0.337
H 1.019 -3.697 8.422 0.299
H -0.361 -4.604 8.967 0.336